*w*
11 unconnected molecules or ions with the total composition C11H44O11, computed with ωB97M-V/def2-TZVPD.

Each atom is followed by the atoms it is bonded to, with distances in Å.
Geometry (Å):
1 C 3.773 0.345 1.334  O2 1.420, H3 1.090, H4 1.105, H5 1.088
2 O 2.584 0.160 2.086  C1 1.420, H6 0.979
3 H 4.622 0.438 2.012  C1 1.090
4 H 4.029 -0.581 0.789  C1 1.105
5 H 3.675 1.179 0.641  C1 1.088
6 H 1.846 0.139 1.444  O2 0.979
7 C -0.747 -0.714 0.369  O8 1.400, H9 1.088, H10 1.102, H11 1.092
8 O 0.193 0.248 0.757  C7 1.400, H12 0.962
9 H -1.228 -1.211 1.208  C7 1.088
10 H -1.636 -0.326 -0.155  C7 1.102
11 H -0.352 -1.434 -0.351  C7 1.092
12 H 0.055 1.072 0.280  O8 0.962
13 C -0.256 2.304 -3.652  O14 1.437, H15 1.090, H16 1.090, H17 1.087
14 O -0.633 1.832 -2.348  C13 1.437, H18 0.983
15 H -0.178 3.391 -3.652  C13 1.090
16 H 0.734 1.915 -3.894  C13 1.090
17 H -0.950 1.942 -4.406  C13 1.087
18 H -1.607 1.720 -2.405  O14 0.983
19 C -1.891 -4.267 -0.459  O20 1.405, H21 1.083, H22 1.107, H23 1.104
20 O -1.476 -4.935 -1.624  C19 1.405, H24 0.967
21 H -2.509 -4.926 0.138  C19 1.083
22 H -1.051 -3.912 0.168  C19 1.107
23 H -2.368 -3.305 -0.716  C19 1.104
24 H -0.911 -4.335 -2.129  O20 0.967
25 C 1.827 -3.640 -0.639  O26 1.401, H27 1.089, H28 1.102, H29 1.100
26 O 1.067 -3.615 -1.815  C25 1.401, H30 0.972
27 H 1.684 -4.557 -0.070  C25 1.089
28 H 2.913 -3.559 -0.801  C25 1.102
29 H 1.585 -2.807 0.039  C25 1.100
30 H 1.147 -2.715 -2.174  O26 0.972
31 C 0.848 4.693 -1.051  O32 1.460, H33 1.099, H34 1.084, H35 1.091
32 O 0.692 3.410 -0.370  C31 1.460, H36 0.974
33 H -0.139 5.170 -1.141  C31 1.099
34 H 1.507 5.332 -0.475  C31 1.084
35 H 1.193 4.540 -2.075  C31 1.091
36 H 0.422 2.816 -1.094  O32 0.974
37 C -3.316 2.156 -0.345  O38 1.429, H39 1.095, H40 1.090, H41 1.089
38 O -3.250 1.673 -1.688  C37 1.429, H42 0.963
39 H -2.485 1.781 0.261  C37 1.095
40 H -3.200 3.240 -0.362  C37 1.090
41 H -4.265 1.926 0.137  C37 1.089
42 H -3.719 0.833 -1.733  O38 0.963
43 C -3.566 -1.039 2.879  O44 1.405, H45 1.095, H46 1.087, H47 1.097
44 O -3.761 -2.377 2.497  C43 1.405, H48 0.962
45 H -2.528 -0.701 2.795  C43 1.095
46 H -4.182 -0.366 2.289  C43 1.087
47 H -3.811 -0.905 3.940  C43 1.097
48 H -2.991 -2.877 2.783  O44 0.962
49 C 2.671 -3.147 3.106  O50 1.423, H51 1.096, H52 1.097, H53 1.088
50 O 1.581 -2.256 3.314  C49 1.423, H54 0.969
51 H 2.572 -3.704 2.168  C49 1.096
52 H 3.612 -2.584 3.098  C49 1.097
53 H 2.696 -3.834 3.950  C49 1.088
54 H 1.736 -1.434 2.825  O50 0.969
55 C -1.077 4.622 2.390  O56 1.430, H57 1.101, H58 1.088, H59 1.095
56 O 0.244 4.082 2.294  C55 1.430, H60 0.976
57 H -1.577 4.705 1.413  C55 1.101
58 H -1.698 3.995 3.026  C55 1.088
59 H -0.998 5.659 2.734  C55 1.095
60 H 0.393 3.915 1.344  O56 0.976
61 C 2.411 -0.988 -3.291  O62 1.436, H63 1.095, H64 1.089, H65 1.092
62 O 1.013 -0.981 -2.962  C61 1.436, H66 0.966
63 H 2.933 -1.760 -2.716  C61 1.095
64 H 2.511 -1.215 -4.351  C61 1.089
65 H 2.897 -0.045 -3.032  C61 1.092
66 H 0.691 -0.179 -2.530  O62 0.966

Kohn-Sham gap: 9.699 eV
SMILES string: CO.CO.CO.CO.CO.CO.CO.CO.CO.CO.CO
LUMO level: 0.1 eV

*x*
11 unconnected molecules or ions with the total composition C11H44O11, computed with ωB97M-V/def2-TZVPD.

Each atom is followed by the atoms it is bonded to, with distances in Å.
Geometry (Å):
1 C 1.598 2.022 -2.361  O2 1.420, H3 1.092, H4 1.021, H5 1.117
2 O 0.849 2.707 -1.369  C1 1.420, H6 0.964
3 H 1.100 1.091 -2.640  C1 1.092
4 H 2.561 1.767 -2.139  C1 1.021
5 H 1.688 2.599 -3.314  C1 1.117
6 H 1.262 3.561 -1.199  O2 0.964
7 C 3.539 -0.874 -2.122  O8 1.373, H9 1.027, H10 1.084, H11 1.087
8 O 2.367 -1.476 -1.737  C7 1.373, H12 0.932
9 H 4.345 -1.419 -2.451  C7 1.027
10 H 3.979 -0.331 -1.294  C7 1.084
11 H 3.299 -0.308 -3.018  C7 1.087
12 H 2.326 -1.752 -0.848  O8 0.932
13 C -1.253 -0.701 -0.310  O14 1.385, H15 1.075, H16 1.075, H17 1.109
14 O -0.334 -1.578 -0.861  C13 1.385, H18 0.948
15 H -0.986 0.327 -0.476  C13 1.075
16 H -1.522 -0.918 0.707  C13 1.075
17 H -2.179 -0.757 -0.918  C13 1.109
18 H -0.145 -1.349 -1.761  O14 0.948
19 C 2.536 -3.680 0.232  O20 1.418, H21 1.042, H22 1.067, H23 1.097
20 O 3.415 -2.714 0.784  C19 1.418, H24 0.971
21 H 2.813 -4.620 0.587  C19 1.042
22 H 2.529 -3.697 -0.835  C19 1.067
23 H 1.481 -3.415 0.364  C19 1.097
24 H 4.242 -2.844 0.292  O20 0.971
25 C -3.010 -0.191 4.664  O26 1.386, H27 1.078, H28 1.081, H29 1.109
26 O -3.484 0.363 3.485  C25 1.386, H30 0.965
27 H -2.160 -0.806 4.420  C25 1.078
28 H -3.769 -0.825 5.101  C25 1.081
29 H -2.782 0.654 5.346  C25 1.109
30 H -2.721 0.615 2.951  O26 0.965
31 C 1.903 0.486 0.662  O32 1.429, H33 1.074, H34 1.083, H35 1.055
32 O 1.807 -0.414 1.767  C31 1.429, H36 0.977
33 H 1.281 0.291 -0.191  C31 1.074
34 H 2.929 0.535 0.321  C31 1.083
35 H 1.629 1.452 0.988  C31 1.055
36 H 2.136 -1.283 1.468  O32 0.977
37 C -1.102 2.074 2.532  O38 1.417, H39 1.063, H40 1.077, H41 1.094
38 O -0.768 0.698 2.601  C37 1.417, H42 0.973
39 H -1.127 2.397 1.520  C37 1.063
40 H -0.187 2.500 2.910  C37 1.077
41 H -1.978 2.461 3.060  C37 1.094
42 H 0.111 0.530 2.218  O38 0.973
43 C 0.817 -1.282 -4.599  O44 1.426, H45 1.049, H46 1.047, H47 1.079
44 O -0.210 -0.601 -3.880  C43 1.426, H48 0.971
45 H 1.780 -0.924 -4.390  C43 1.049
46 H 0.723 -1.128 -5.630  C43 1.047
47 H 0.858 -2.326 -4.328  C43 1.079
48 H -0.219 0.309 -4.219  O44 0.971
49 C -2.182 2.245 -2.433  O50 1.325, H51 1.114, H52 1.071, H53 1.122
50 O -1.669 2.429 -1.225  C49 1.325, H54 0.960
51 H -2.949 1.445 -2.546  C49 1.114
52 H -1.348 2.037 -3.070  C49 1.071
53 H -2.434 3.241 -2.883  C49 1.122
54 H -0.758 2.724 -1.296  O50 0.960
55 C -3.871 2.435 0.763  O56 1.434, H57 1.053, H58 1.079, H59 1.101
56 O -3.209 3.650 1.139  C55 1.434, H60 0.988
57 H -3.289 1.572 0.924  C55 1.053
58 H -4.102 2.455 -0.291  C55 1.079
59 H -4.765 2.275 1.385  C55 1.101
60 H -2.422 3.764 0.552  O56 0.988
61 C -0.099 -3.115 2.690  O62 1.421, H63 1.099, H64 1.067, H65 1.030
62 O 1.150 -2.826 3.304  C61 1.421, H66 0.908
63 H -0.264 -2.576 1.747  C61 1.099
64 H -0.902 -2.917 3.365  C61 1.067
65 H -0.087 -4.137 2.559  C61 1.030
66 H 1.235 -1.926 3.226  O62 0.908

Kohn-Sham gap: 9.426 eV
SMILES string: CO.CO.CO.CO.CO.CO.CO.CO.CO.CO.CO
LUMO level: 0.0 eV

On energetic grounds, *w* is preferred over the next structure by 202.2 kJ/mol.